Run w
{"formula": "C4H9N", "method": "the ωB97M-V functional and the def2-TZVPD basis", "species": ["N", "C", "C", "C", "C", "H", "H", "H", "H", "H", "H", "H", "H", "H"], "xyz": [[-2.0438, 0.6898, 0.1399], [-0.9580, 0.5431, 1.1240], [1.9140, -1.0916, -1.0134], [0.7577, -0.1653, -0.7356], [0.3951, 0.1820, 0.5712], [-2.3573, -0.2295, -0.1556], [-1.6323, 1.1474, -0.6618], [-0.9229, 1.4452, 1.7379], [-1.2911, -0.2414, 1.8356], [2.5593, -0.8214, -1.8517], [1.5983, -2.1379, -1.1276], [2.5697, -1.1066, -0.1271], [0.3070, 0.3775, -1.5633], [1.1444, -0.0427, 1.3450]], "charge": -1, "homo_ev": [1.3, -3.7], "s2": 0.752, "e_lumo_ha": [0.17075, 0.16365], "spin_multiplicity": 2}



Run x
{"formula": "C4H9N", "method": "the ωB97M-V functional and the def2-TZVPD basis", "species": ["C", "C", "H", "H", "H", "H", "C", "C", "N", "H", "H", "H", "H", "H"], "xyz": [[-1.2679, 1.5293, 2.7088], [-2.4318, 1.1837, 2.1823], [-1.1346, 1.6322, 3.7693], [-0.3435, 1.4616, 2.1468], [-3.3796, 1.5159, 2.5628], [-2.4686, 0.7423, 1.1880], [2.1823, -1.6369, -1.8781], [0.3991, -0.1494, -1.6424], [1.5220, -0.5675, -1.1593], [2.0059, -1.5837, -2.9477], [3.2610, -1.5783, -1.7154], [1.8300, -2.6183, -1.5263], [-0.0942, 0.6886, -1.1825], [-0.0800, -0.6196, -2.5062]], "charge": -1, "homo_ev": [1.3, -3.8], "s2": 0.753, "e_lumo_ha": [0.15324, 0.14728], "spin_multiplicity": 2}



Run y
{"formula": "C4H9N", "method": "the ωB97M-V functional and the def2-TZVPD basis", "species": ["C", "C", "H", "H", "H", "H", "C", "C", "N", "H", "H", "H", "H", "H"], "xyz": [[-1.8594, 0.5739, -0.8744], [-2.8211, -0.1934, -0.2665], [-1.8419, 0.6892, -1.9666], [-1.2160, 1.2649, -0.3646], [-3.4669, -0.8168, -0.8829], [-2.9194, -0.2902, 0.8121], [1.3241, -0.3992, -0.8101], [1.8979, 0.1549, 0.2634], [1.4964, -0.1202, 1.5527], [0.6201, -1.2009, -0.6493], [1.5284, -0.0466, -1.8054], [2.7244, 0.8558, 0.1970], [1.7829, 0.4540, 2.3110], [0.7777, -0.8133, 1.6629]], "charge": -1, "homo_ev": [1.8, -3.2], "s2": 0.754, "e_lumo_ha": [0.15009, 0.14365], "spin_multiplicity": 2}



Which structure wins on stability? run w wins.



Run w
{"formula": "C3H11N2", "method": "the ωB97M-V functional and the def2-TZVPD basis", "species": ["C", "N", "H", "H", "H", "H", "C", "N", "C", "H", "H", "H", "H", "H", "H", "H"], "xyz": [[-0.2752, 2.5621, -1.1813], [0.8053, 2.0133, -0.8088], [-0.2443, 3.4887, -1.7550], [-1.2443, 2.1356, -0.9519], [0.3712, 0.2116, 0.0509], [1.5861, 2.4267, -1.3153], [0.5761, -1.1919, 1.6632], [0.3114, -0.7997, 0.2424], [-0.9854, -1.3609, -0.2934], [-0.1961, -0.7264, 2.2767], [0.3685, -2.2599, 1.7105], [1.5771, -0.9184, 1.9785], [1.0876, -1.1927, -0.2905], [-1.7298, -1.2822, 0.4899], [-0.7642, -2.3574, -0.6646], [-1.2439, -0.7484, -1.1515]], "charge": 1, "homo_ev": -14.6, "e_lumo_ha": -0.11183}



Run x
{"formula": "C3H11N2", "method": "the ωB97M-V functional and the def2-TZVPD basis", "species": ["C", "N", "C", "C", "N", "H", "H", "H", "H", "H", "H", "H", "H", "H", "H", "H"], "xyz": [[2.0457, -0.5865, 0.3856], [0.8362, -0.0401, -0.2029], [-0.3169, -0.7667, 0.3659], [-1.6227, 0.0388, -0.0860], [-1.1586, 1.3996, -0.4511], [2.9080, -0.0854, -0.0738], [2.1967, -1.6690, 0.3201], [2.1319, -0.3127, 1.4428], [0.9096, -0.2399, -1.2020], [-0.2628, -0.6931, 1.4615], [-0.3250, -1.8204, 0.0968], [-2.4737, 0.0145, 0.5908], [-1.9851, -0.3758, -1.0199], [-0.0781, 1.3344, -0.3889], [-1.4185, 1.6255, -1.4068], [-1.3866, 2.1770, 0.1677]], "charge": 1, "homo_ev": -14.5, "e_lumo_ha": -0.12490, "smiles": "CNCC[NH3+]"}



Which structure wins on stability? run x wins.



Run w
{"formula": "C3H11N2", "method": "the ωB97M-V functional and the def2-TZVPD basis", "species": ["C", "N", "C", "H", "H", "H", "H", "H", "H", "H", "H", "C", "N", "H", "H", "H"], "xyz": [[-1.1091, -0.6071, 1.5786], [0.1642, -0.4764, 0.8193], [0.8688, 0.8222, 1.0244], [-1.3323, -1.6673, 1.6485], [-1.0329, -0.1313, 2.5533], [-1.9069, -0.0890, 1.0505], [-0.0490, -0.6084, -0.2172], [0.8136, -1.2239, 1.0597], [0.1474, 1.6109, 0.8295], [1.7055, 0.8838, 0.3327], [1.2565, 0.8608, 2.0384], [0.2158, 0.5042, -2.5460], [-0.0925, -0.5749, -1.9530], [0.1802, 1.4393, -1.9882], [0.4586, 0.5734, -3.6047], [-0.2880, -1.3161, -2.6257]], "charge": 1, "homo_ev": -15.0, "e_lumo_ha": -0.10785}



Run x
{"formula": "C3H11N2", "method": "the ωB97M-V functional and the def2-TZVPD basis", "species": ["C", "C", "H", "H", "H", "H", "H", "H", "N", "C", "N", "H", "H", "H", "H", "H"], "xyz": [[-0.8827, -1.9306, -0.7844], [0.4520, -2.1235, -0.0289], [-1.4605, -1.1876, -0.2097], [-1.4249, -2.8823, -0.8616], [-0.6619, -1.4990, -1.7758], [0.3524, -2.2685, 1.0615], [0.8943, -3.0681, -0.3527], [1.0893, -1.2678, -0.1912], [-0.2834, 1.3871, 1.2680], [-0.0483, 1.8616, 0.0530], [0.9377, 2.6525, -0.2528], [0.4287, 1.4948, 1.9736], [-1.1860, 0.9961, 1.4773], [-0.8866, 1.8376, -0.6514], [0.9208, 3.2615, -1.0583], [1.7592, 2.7362, 0.3334]], "charge": 1, "homo_ev": -14.8, "e_lumo_ha": -0.15607}



Which structure wins on stability? run x wins.



Run w
{"formula": "C3H11N2", "method": "the ωB97M-V functional and the def2-TZVPD basis", "species": ["C", "N", "H", "H", "H", "H", "C", "C", "N", "H", "H", "H", "H", "H", "H", "H"], "xyz": [[2.2464, 0.1327, 1.6183], [2.1716, 0.1944, 0.3536], [1.4685, -0.4124, 2.1365], [3.1318, 0.4879, 2.1524], [2.9281, 0.6300, -0.1673], [0.5912, 0.5033, -0.0593], [-1.5266, -1.2606, -0.8617], [-1.5482, 0.1315, -0.2334], [-0.3136, 0.8728, -0.5488], [-0.7014, -1.8385, -0.4545], [-2.4454, -1.7682, -0.6722], [-1.4198, -1.1479, -1.9458], [-2.4459, 0.7011, -0.4988], [-1.6601, -0.0013, 0.8463], [-0.1589, 0.9774, -1.5508], [-0.3179, 1.7977, -0.1144]], "charge": 1, "homo_ev": -15.0, "e_lumo_ha": -0.11671}



Run x
{"formula": "C3H11N2", "method": "the ωB97M-V functional and the def2-TZVPD basis", "species": ["C", "C", "C", "N", "H", "H", "H", "H", "H", "H", "H", "N", "H", "H", "H", "H"], "xyz": [[0.5246, -1.1143, -1.4529], [0.6588, 0.4036, -1.0900], [-1.3175, 1.3139, -0.0688], [-0.2415, 0.6462, 0.0212], [1.2626, -1.3708, -2.2497], [0.7425, -1.7776, -0.5861], [-0.4929, -1.3633, -1.8325], [0.3923, 1.1288, -1.8849], [1.7003, 0.6042, -0.7801], [-1.5012, 1.9173, -0.9676], [-2.0637, 1.3310, 0.7341], [0.2206, -0.7895, 2.1089], [0.2584, -1.7631, 1.8884], [-0.0509, -0.0431, 1.0106], [-0.4496, -0.7238, 2.8959], [1.1534, -0.5560, 2.5313]], "charge": 1, "homo_ev": -15.5, "e_lumo_ha": -0.13706}



Run y
{"formula": "C3H11N2", "method": "the ωB97M-V functional and the def2-TZVPD basis", "species": ["C", "N", "H", "H", "H", "H", "H", "H", "C", "C", "N", "H", "H", "H", "H", "H"], "xyz": [[-2.2665, 0.4551, 1.4696], [-1.3658, -0.5205, 0.7413], [-2.9428, -0.1692, 2.0364], [-2.7335, 1.1258, 0.7576], [-1.6734, 1.0467, 2.1540], [-1.5676, -0.5549, -0.2503], [-0.3518, -0.1770, 0.7710], [-1.3466, -1.4451, 1.1524], [2.2402, -0.7295, -0.7716], [0.7433, 0.9332, -1.2540], [1.0238, -0.0129, -0.4587], [2.6406, -1.3000, 0.0706], [2.1824, -1.4069, -1.6342], [3.0701, -0.0635, -1.0423], [-0.0813, 1.6057, -0.9630], [1.1873, 1.2845, -2.1803]], "charge": 1, "homo_ev": -14.6, "e_lumo_ha": -0.12264}



Which structure wins on stability? run x wins.